{"formula": "C4H10N2O3", "method": "ωB97M-V/def2-TZVPD", "max_force_ev_per_a": 4.59, "total_energy_ha": -493.495975, "smiles": "CN(O)C=O.C/C=N\\O", "homo_lumo_gap_ha": 0.3436, "species": ["C", "N", "O", "C", "O", "H", "H", "H", "H", "H", "C", "C", "N", "O", "H", "H", "H", "H", "H"], "xyz": [[1.21968, 1.86301, -1.15863], [1.46785, 0.53033, -0.68595], [1.92191, -0.38315, -1.65413], [1.28816, -0.03401, 0.61388], [1.83773, -1.11250, 0.87402], [0.48691, 1.79782, -1.96741], [0.84328, 2.48910, -0.34670], [2.13841, 2.28270, -1.58024], [2.09729, -1.17558, -1.09256], [1.06888, 0.74642, 1.35983], [-1.68289, -1.51238, 1.43420], [-1.31236, -0.11375, 1.02185], [-1.43726, 0.37247, -0.21160], [-1.56727, -0.64954, -1.12878], [-1.53769, -2.24009, 0.63675], [-1.05457, -1.78927, 2.28384], [-2.72111, -1.53397, 1.77487], [-1.43809, 0.64430, 1.80778], [-1.61887, -0.18191, -1.98102]]}